Here is C34H87N5O10Si2 as an isolated structure at a distorted geometry from OMol25. Energies are from ωB97M-V with the def2-TZVPD basis set.

Each line ends with the Löwdin charge.
Cartesian coordinates (Å):
C1 -1.3384 -4.8986 0.1601  -0.141
C2 -2.2524 -5.6503 -0.8765  -0.321
N1 -1.8045 -7.0029 -1.2806  -0.129
Si1 -1.4161 -8.0956 0.0563  0.423
C3 -2.7872 -9.4187 0.2833  -0.201
O1 -0.0012 -8.9811 -0.4244  -0.398
Si2 1.4462 -8.1065 -0.1380  0.556
C4 2.7245 -8.7048 -1.4523  -0.300
C5 3.9357 -9.4204 -0.6938  -0.263
C6 5.0091 -8.2782 -0.4328  -0.222
C7 5.9106 -8.6339 0.7993  -0.162
C8 5.1985 -8.3197 2.1850  -0.211
O2 5.2543 -9.5139 2.9691  -0.192
C9 5.5463 -9.2278 4.3375  -0.277
C10 5.7042 -10.6176 5.0556  -0.080
H1 -1.6445 -5.1320 1.2124  0.049
H2 -1.5514 -3.8038 0.0394  0.068
H3 -0.2537 -5.0996 0.0578  0.041
H4 -3.3204 -5.6229 -0.5395  0.109
H5 -2.2363 -5.0261 -1.8093  0.100
H6 -1.0856 -6.9748 -1.9950  0.069
H7 -1.2394 -7.4455 1.3565  0.009
H8 -3.8046 -8.9650 0.2761  0.027
H9 -2.6013 -9.9341 1.2628  0.028
H10 -2.6637 -10.1976 -0.5014  0.029
H11 1.3165 -6.6557 -0.3341  -0.028
H12 1.9510 -8.4706 1.1945  -0.015
H13 2.2009 -9.3881 -2.1595  0.068
H14 3.1135 -7.8478 -2.0615  0.070
H15 3.5985 -9.9045 0.2492  0.087
H16 4.3505 -10.1795 -1.3976  0.104
H17 5.5922 -8.1979 -1.3842  0.112
H18 4.4810 -7.2995 -0.3081  0.101
H19 6.1012 -9.7299 0.7639  0.112
H20 6.8992 -8.1196 0.7977  0.104
H21 4.1256 -8.0620 1.9865  0.099
H22 5.7643 -7.4807 2.6512  0.118
H23 6.4732 -8.6143 4.4231  0.116
H24 4.6853 -8.6498 4.7711  0.122
H25 6.3634 -11.2783 4.4456  0.077
H26 6.0975 -10.4718 6.0909  0.074
H27 4.7178 -11.1421 5.1088  0.075
C11 3.6277 0.8262 -1.4991  -0.110
O3 2.3927 0.8682 -0.8071  -0.199
C12 1.3840 1.6385 -1.4556  -0.205
C13 0.3448 0.7467 -2.1259  -0.205
N2 0.8754 0.0565 -3.2970  -0.050
C14 0.0832 -1.0881 -3.7455  -0.192
C15 -0.2839 -2.1839 -2.7345  -0.229
O4 0.7949 -3.0037 -2.3117  -0.187
C16 1.6768 -2.3948 -1.3847  -0.092
H28 4.3872 0.4756 -0.7995  0.091
H29 3.5987 0.1186 -2.3313  0.068
H30 3.9215 1.8130 -1.8659  0.089
H31 1.8102 2.3644 -2.1563  0.122
H32 0.8782 2.2050 -0.6688  0.112
H33 -0.5106 1.3591 -2.4275  0.119
H34 0.0010 0.0384 -1.3643  0.091
H35 1.8147 -0.2589 -3.1022  0.062
H36 0.6509 -1.5577 -4.5538  0.121
H37 -0.8405 -0.7058 -4.1973  0.117
H38 -0.9816 -2.8594 -3.2382  0.116
H39 -0.8308 -1.7918 -1.8675  0.105
H40 1.1496 -1.7785 -0.6530  0.080
H41 2.4392 -1.8194 -1.9115  0.066
H42 2.1983 -3.1893 -0.8477  0.089
C17 0.0521 6.9799 -4.5406  -0.111
O5 -0.7962 7.6814 -3.6495  -0.190
C18 -2.1623 7.7310 -4.0526  -0.203
C19 -3.0326 6.7735 -3.2431  -0.211
N3 -2.7703 5.3753 -3.5721  -0.050
C20 -3.2647 4.4042 -2.5961  -0.191
C21 -2.8833 4.5532 -1.1168  -0.212
O6 -1.5265 4.2661 -0.8105  -0.190
C22 -0.6070 5.2763 -1.1847  -0.096
H43 1.0808 7.2504 -4.3002  0.090
H44 -0.0396 5.8980 -4.4158  0.068
H45 -0.1432 7.2471 -5.5821  0.089
H46 -2.2737 7.5658 -5.1295  0.122
H47 -2.5025 8.7490 -3.8423  0.112
H48 -4.0865 6.9943 -3.4401  0.122
H49 -2.8380 6.9831 -2.1875  0.085
H50 -1.7761 5.2398 -3.6857  0.061
H51 -2.9084 3.4254 -2.9317  0.115
H52 -4.3586 4.3788 -2.6718  0.117
H53 -3.4663 3.8115 -0.5636  0.121
H54 -3.1735 5.5258 -0.7002  0.105
H55 -0.9988 6.2806 -1.0097  0.086
H56 -0.3102 5.1415 -2.2257  0.066
H57 0.2959 5.1529 -0.5829  0.088
C23 -1.6974 12.1006 0.3029  -0.110
O7 -2.9157 12.1333 1.0254  -0.190
C24 -3.9626 12.8542 0.3828  -0.208
C25 -5.0006 11.9222 -0.2366  -0.209
N4 -4.4817 11.2194 -1.4071  -0.051
C26 -5.2495 10.0475 -1.8295  -0.191
C27 -5.5718 8.9419 -0.8146  -0.216
O8 -4.4643 8.1512 -0.4131  -0.202
C28 -3.5816 8.7779 0.5014  -0.089
H58 -0.9113 11.7945 0.9937  0.091
H59 -1.7279 11.3651 -0.5049  0.067
H60 -1.4401 13.0819 -0.1036  0.089
H61 -3.5731 13.5680 -0.3504  0.121
H62 -4.4589 13.4311 1.1675  0.120
H63 -5.8763 12.5087 -0.5316  0.123
H64 -5.3111 11.2265 0.5497  0.097
H65 -3.5302 10.9315 -1.2283  0.061
H66 -4.6820 9.5889 -2.6451  0.106
H67 -6.1903 10.4028 -2.2675  0.118
H68 -6.2568 8.2479 -1.3100  0.121
H69 -6.1147 9.3148 0.0623  0.112
H70 -4.1109 9.3768 1.2452  0.089
H71 -2.8438 9.3754 -0.0355  0.068
H72 -3.0298 7.9942 1.0244  0.090
C29 0.9215 0.5739 2.6334  -0.102
O9 -0.0904 -0.0121 3.4333  -0.185
C30 -0.8090 -1.0594 2.7877  -0.205
C31 -0.3876 -2.4407 3.2826  -0.206
N5 0.9531 -2.8033 2.8289  -0.047
C32 1.5832 -3.9124 3.5470  -0.195
C33 1.6827 -3.8700 5.0781  -0.222
O10 2.6068 -2.9275 5.5974  -0.180
C34 2.1754 -1.5789 5.5596  -0.096
H73 1.1969 1.5265 3.0872  0.093
H74 1.8200 -0.0473 2.6061  0.069
H75 0.5741 0.7612 1.6142  0.077
H76 -0.7381 -0.9860 1.6969  0.113
H77 -1.8587 -0.9143 3.0568  0.122
H78 -1.1016 -3.1846 2.9145  0.110
H79 -0.4555 -2.4209 4.3752  0.097
H80 1.5563 -1.9957 2.8929  0.062
H81 2.6014 -3.9911 3.1544  0.120
H82 1.0664 -4.8361 3.2569  0.113
H83 2.0577 -4.8464 5.3975  0.120
H84 0.7056 -3.7570 5.5637  0.112
H85 1.1146 -1.4760 5.7972  0.088
H86 2.4080 -1.1351 4.5910  0.067
H87 2.7472 -1.0237 6.3053  0.090

For the molar mass, the calculation gives 782.267 g mol⁻¹. The HOMO energy comes out at -0.317 hartree. For the calculated total energy, the calculation gives -80345.5736 eV. The calculation puts the HOMO-LUMO gap at 9.25 eV.